[1]
{
  "formula": "C5H16N3O3PS",
  "method": "ωB97M-V/def2-TZVPD",
  "smiles": "NC(N)CCNCCSP(=O)(O)O",
  "homo_lumo_gap_ha": 0.328,
  "homo_energy_ev": -8.54,
  "elements": ["O", "O", "O", "S", "N", "N", "N", "C", "C", "C", "C", "C", "P", "H", "H", "H", "H", "H", "H", "H", "H", "H", "H", "H", "H", "H", "H", "H", "H"],
  "coordinates": [[-3.486, -2.025, -4.255], [-2.653, -3.492, -2.714], [-1.213, -2.862, -4.733], [-1.381, -0.646, -2.581], [0.591, 0.134, -0.089], [-0.155, 2.711, 3.804], [1.457, 1.353, 3.674], [0.070, -1.621, -1.784], [1.112, -0.846, -1.023], [1.421, 0.987, 0.709], [0.343, 1.610, 2.884], [0.711, 2.145, 1.473], [-2.231, -2.304, -3.634], [-3.525, -3.652, -3.240], [-1.431, -2.367, -5.504], [-0.268, 0.660, -0.517], [-0.239, 2.430, 4.801], [-1.075, 2.975, 3.478], [2.126, 2.088, 3.711], [1.178, 1.020, 4.566], [0.610, -2.164, -2.547], [-0.319, -2.341, -1.010], [1.652, -1.549, -0.401], [1.802, -0.418, -1.690], [2.015, 0.290, 1.414], [2.082, 1.565, 0.003], [-0.407, 0.813, 2.929], [1.338, 3.055, 1.392], [-0.125, 2.452, 0.887]]
}

---

[2]
{
  "formula": "C38H29IN3O5PSTi",
  "method": "ωB97M-V/def2-TZVPD",
  "homo_lumo_gap_ha": [0.226, 0.281],
  "homo_energy_ev": [-6.55, -8.73],
  "multiplicity": 3,
  "elements": ["Ti", "O", "C", "O", "C", "C", "C", "C", "C", "C", "N", "C", "C", "C", "C", "C", "C", "N", "H", "H", "H", "H", "H", "H", "H", "H", "H", "H", "C", "C", "C", "C", "C", "C", "P", "C", "C", "C", "C", "C", "C", "C", "C", "C", "C", "C", "C", "H", "H", "H", "H", "H", "H", "H", "H", "H", "H", "H", "H", "H", "H", "H", "I", "C", "C", "C", "C", "C", "C", "C", "O", "O", "H", "H", "H", "H", "O", "S", "N"],
  "coordinates": [[-0.849, -1.120, -0.082], [4.163, -1.051, -6.078], [4.510, -0.508, -4.890], [5.529, 0.119, -4.798], [3.600, -0.755, -3.735], [2.283, -1.200, -3.850], [1.491, -1.383, -2.733], [1.996, -1.119, -1.453], [3.322, -0.668, -1.339], [4.100, -0.486, -2.463], [1.184, -1.257, -0.326], [1.777, -1.500, 0.860], [1.081, -1.307, 2.064], [1.651, -1.567, 3.332], [0.925, -1.302, 4.462], [-0.377, -0.791, 4.348], [-0.884, -0.578, 3.086], [-0.189, -0.815, 1.973], [3.393, -1.622, -5.981], [1.833, -1.404, -4.816], [0.482, -1.750, -2.843], [3.734, -0.412, -0.364], [5.113, -0.118, -2.377], [2.800, -1.851, 0.902], [2.654, -1.969, 3.387], [1.351, -1.491, 5.439], [-0.978, -0.578, 5.219], [-1.890, -0.203, 2.938], [4.272, 2.105, -0.540], [3.668, 1.666, 0.633], [2.294, 1.516, 0.689], [1.503, 1.811, -0.424], [2.113, 2.249, -1.593], [3.493, 2.390, -1.650], [-0.292, 1.548, -0.265], [-0.805, 2.655, 1.120], [0.032, 3.648, 1.632], [-0.395, 4.480, 2.657], [-1.672, 4.351, 3.178], [-2.523, 3.386, 2.663], [-2.097, 2.547, 1.644], [-1.016, 2.360, -1.724], [-0.898, 1.708, -2.952], [-1.403, 2.289, -4.104], [-2.052, 3.514, -4.036], [-2.180, 4.162, -2.817], [-1.657, 3.593, -1.664], [5.346, 2.226, -0.585], [4.268, 1.446, 1.506], [1.826, 1.174, 1.610], [1.518, 2.480, -2.466], [3.957, 2.724, -2.569], [1.029, 3.776, 1.240], [0.278, 5.233, 3.046], [-2.002, 4.999, 3.979], [-3.527, 3.283, 3.054], [-2.771, 1.809, 1.247], [-0.407, 0.742, -3.005], [-1.296, 1.780, -5.053], [-2.457, 3.963, -4.934], [-2.685, 5.118, -2.760], [-1.761, 4.107, -0.718], [-6.717, -5.778, 3.811], [-4.969, -5.217, 2.811], [-4.802, -3.899, 2.416], [-3.643, -3.528, 1.753], [-2.656, -4.469, 1.485], [-2.838, -5.789, 1.886], [-3.991, -6.167, 2.554], [-1.386, -4.095, 0.775], [-0.521, -4.905, 0.534], [-1.299, -2.827, 0.453], [-5.571, -3.167, 2.621], [-3.505, -2.500, 1.441], [-2.061, -6.508, 1.665], [-4.131, -7.192, 2.866], [-2.752, -0.321, 0.175], [-3.017, -0.635, -1.346], [-1.649, -1.160, -1.823]]
}

---

[3]
{
  "formula": "C4H14N2",
  "method": "ωB97M-V/def2-TZVPD",
  "smiles": "CNC.CNC",
  "homo_lumo_gap_ha": 0.340,
  "homo_energy_ev": -8.22,
  "elements": ["C", "N", "C", "H", "H", "H", "H", "H", "H", "H", "C", "N", "C", "H", "H", "H", "H", "H", "H", "H"],
  "coordinates": [[-0.095, -2.779, 1.238], [0.217, -1.461, 0.520], [1.488, -1.518, -0.277], [0.556, -3.758, 1.252], [-0.423, -2.568, 2.343], [-1.177, -2.977, 0.929], [0.005, -0.671, 1.151], [2.281, -1.918, 0.303], [1.833, -0.439, -0.479], [1.413, -2.040, -1.230], [0.441, 2.535, -0.472], [-1.087, 2.485, -0.052], [-1.611, 1.338, -0.704], [0.946, 3.642, -0.601], [0.936, 1.970, 0.401], [0.597, 1.913, -1.403], [-1.532, 3.460, -0.024], [-2.633, 0.951, -0.670], [-0.875, 0.554, -0.414], [-1.278, 1.282, -1.812]]
}

---

[4]
{
  "formula": "C4H8N",
  "method": "ωB97M-V/def2-TZVPD",
  "smiles": "C#C[NH+](C)C",
  "homo_lumo_gap_ha": [0.337, 0.337],
  "total_charge": 1,
  "homo_energy_ev": [-14.42, -14.42],
  "elements": ["C", "C", "C", "C", "N", "H", "H", "H", "H", "H", "H", "H", "H"],
  "coordinates": [[-2.142, -1.305, 0.767], [-0.692, -1.049, 0.141], [0.926, -0.093, -1.318], [0.123, 1.101, 0.777], [0.434, -0.268, 0.108], [-3.057, -1.805, 1.003], [0.352, 0.753, -1.772], [2.062, 0.170, -1.374], [0.688, -0.947, -1.866], [-0.433, 1.641, 0.044], [-0.357, 0.722, 1.649], [0.937, 1.663, 1.126], [1.159, -0.583, 0.716]]
}

---

[5]
{
  "formula": "C2H3NO3",
  "method": "ωB97M-V/def2-TZVPD",
  "smiles": "[H]/N=C/O.O=C=O",
  "homo_lumo_gap_ha": 0.400,
  "homo_energy_ev": -10.26,
  "elements": ["C", "C", "N", "O", "O", "O", "H", "H", "H"],
  "coordinates": [[-0.824, -1.888, -0.331], [0.259, 0.714, 0.439], [-0.182, 1.600, -0.361], [-0.959, -2.111, 0.788], [-0.665, -1.670, -1.446], [1.595, 0.411, 0.344], [-0.254, 0.093, 1.220], [-1.016, 2.053, -0.218], [2.048, 0.798, -0.434]]
}

---

[6]
{
  "formula": "C29H33As2IrN2O2S4Si",
  "method": "ωB97M-V/def2-TZVPD",
  "homo_lumo_gap_ha": [0.206, 0.204],
  "total_charge": -1,
  "homo_energy_ev": [-4.41, -4.36],
  "multiplicity": 2,
  "elements": ["Ir", "N", "C", "C", "O", "O", "H", "H", "H", "H", "S", "As", "S", "S", "S", "C", "C", "C", "C", "C", "C", "As", "C", "C", "C", "C", "C", "C", "C", "C", "C", "C", "C", "C", "H", "H", "H", "H", "H", "H", "H", "H", "H", "H", "H", "H", "H", "H", "H", "C", "Si", "C", "C", "N", "C", "C", "C", "C", "C", "C", "H", "H", "H", "H", "H", "H", "H", "H", "H", "H", "H", "H", "H", "H"],
  "coordinates": [[-1.169, 0.909, 0.732], [-1.740, 2.193, 2.335], [-1.576, 1.414, 3.581], [-2.146, -0.004, 3.423], [-2.460, -0.610, 4.441], [-2.219, -0.428, 2.221], [-1.196, 3.046, 2.369], [-2.714, 2.454, 2.223], [-2.059, 1.905, 4.427], [-0.507, 1.325, 3.782], [-5.365, 5.252, -2.518], [-3.693, 4.156, -2.089], [-3.170, 1.315, -0.432], [-3.736, 3.247, -0.067], [-2.241, 3.582, -3.401], [-1.670, -4.957, 1.540], [-0.342, -4.647, 1.285], [-0.015, -3.477, 0.613], [-1.015, -2.615, 0.176], [-2.340, -2.906, 0.482], [-2.667, -4.075, 1.150], [-0.601, -0.931, -0.714], [1.205, -1.275, -1.347], [2.187, -0.303, -1.223], [3.483, -0.551, -1.658], [3.801, -1.772, -2.231], [2.816, -2.741, -2.383], [1.526, -2.494, -1.943], [-1.544, -1.047, -2.424], [-2.930, -1.164, -2.462], [-3.608, -1.148, -3.672], [-2.909, -0.993, -4.861], [-1.530, -0.856, -4.831], [-0.852, -0.884, -3.620], [-1.925, -5.870, 2.063], [0.447, -5.311, 1.616], [1.027, -3.229, 0.460], [-3.123, -2.197, 0.251], [-3.702, -4.281, 1.392], [1.934, 0.638, -0.763], [4.244, 0.209, -1.534], [4.814, -1.973, -2.557], [3.054, -3.692, -2.845], [0.760, -3.248, -2.077], [-3.502, -1.248, -1.549], [-4.687, -1.235, -3.681], [-3.440, -0.965, -5.804], [-0.977, -0.714, -5.751], [0.224, -0.768, -3.615], [3.023, 3.552, 0.526], [1.224, 2.971, 0.498], [0.738, 2.965, -1.321], [0.273, 4.421, 1.260], [0.872, 1.456, 1.254], [1.703, 0.552, 1.883], [3.078, 0.764, 2.122], [3.884, -0.211, 2.688], [3.370, -1.441, 3.076], [2.008, -1.654, 2.903], [1.198, -0.687, 2.331], [3.061, 4.477, -0.057], [3.705, 2.838, 0.060], [3.391, 3.777, 1.528], [0.766, 3.981, -1.728], [-0.277, 2.588, -1.469], [1.405, 2.351, -1.930], [0.650, 5.354, 0.832], [0.406, 4.482, 2.344], [-0.793, 4.388, 1.022], [3.532, 1.708, 1.863], [4.938, 0.002, 2.827], [4.005, -2.199, 3.515], [1.553, -2.584, 3.223], [0.136, -0.886, 2.240]]
}